28
Properties=species:S:1:pos:R:3:forces:R:3:mulliken_charge:R:1 method="wB97M-V/def2-TZVPD" e_homo_ha=-0.13293 smiles="O=C1C=C(Cl)C([O-])=C[C@]1(Cl)SC(=S)N1CCCC1" total_charge=-1 relative_energy_kcal_mol=16.3
H -2.6172 1.8948 1.8020 0.103 0.044 -0.363 0.3793
Cl -0.8434 -3.6301 0.4741 -0.473 -0.132 0.456 -0.1687
C -1.3348 3.6561 1.7846 0.114 0.107 -0.472 -0.4448
H 0.8078 4.1406 1.8409 -0.261 -0.355 0.274 0.2583
H 3.0533 -4.3184 -2.2495 -0.302 0.481 0.337 0.3753
S 0.3964 -0.8551 0.4427 2.109 1.372 1.831 -0.3427
C -1.8610 2.3579 1.1476 -0.221 0.772 0.564 -0.8138
C 0.1197 3.3741 2.2400 -0.069 0.293 0.083 -0.4646
N -0.7142 1.4898 1.0313 0.655 -0.363 -0.185 0.0759
H 0.1678 3.4044 3.3385 0.152 0.027 -0.346 0.2494
H -1.3619 4.4545 1.0201 0.031 -0.201 0.518 0.2415
H -1.2616 -1.8112 -1.7715 0.313 0.085 0.074 0.4451
C 1.4849 -3.7384 -0.8192 0.202 0.232 0.957 0.2631
C 1.8109 -2.8298 -3.0926 -0.727 -0.055 0.603 0.4304
O 1.7607 -4.6211 -0.0250 -0.146 0.886 -0.733 -0.5816
H 1.3744 1.9922 1.0708 -0.356 -0.091 -0.008 0.3019
C 0.4895 -2.0576 -3.0032 -0.543 0.224 1.173 0.2219
H -1.9769 3.9402 2.6283 0.211 0.111 -0.277 0.2575
H 0.7564 1.3132 2.5701 -0.153 -0.100 -0.232 0.3213
O 0.1287 -1.3216 -3.9247 0.312 -0.419 -0.130 -0.7120
C -0.9314 0.2408 0.5388 -0.443 -0.676 0.129 0.2936
H -2.3194 2.5378 0.1636 0.086 -0.183 0.382 0.3161
Cl 2.6529 -2.7521 -4.5877 0.066 -0.001 -0.015 -0.1849
C 0.2691 -2.7750 -0.5845 -1.454 -0.163 -2.423 0.8417
C 2.2169 -3.6215 -2.0950 0.537 -0.249 -0.605 -0.5398
C 0.4949 1.9683 1.7293 -0.198 0.005 -0.121 -0.5855
C -0.2656 -2.2495 -1.7887 0.626 -1.223 -1.164 -0.9980
S -2.4969 -0.1834 0.1185 -0.172 -0.430 -0.309 -0.4361



70
Properties=species:S:1:pos:R:3:forces:R:3:mulliken_charge:R:1 method="wB97M-V/def2-TZVPD" spin_multiplicity=2 e_homo_ha="-0.22641 / -0.23124" total_charge=-1 relative_energy_kcal_mol=62.8
C 0.2433 2.4849 -2.4443 -0.365 0.326 0.198 -0.4068
H 4.6925 0.3151 -1.9146 0.049 -0.043 -0.026 0.2919
O -0.6905 4.0059 0.0682 0.196 -0.204 -0.004 -0.7009
H -2.3798 2.4157 4.0390 -0.028 0.018 -0.058 0.4001
C -1.3086 -0.4299 2.5848 -0.100 -0.095 0.122 -0.3345
H 4.2964 -0.2242 0.7828 0.070 -0.061 0.023 0.2038
O -2.9262 4.1638 -0.9812 0.032 -0.240 -0.067 -0.7490
C 2.7380 0.9335 1.6855 -0.205 -0.125 0.235 0.7344
N -2.1204 1.9965 -0.0466 0.222 0.117 -0.069 0.3081
C -1.1664 -4.5080 4.1893 -0.034 -0.013 0.041 -0.6344
C -0.3311 -3.5058 3.7265 -0.053 -0.208 -0.296 0.2046
Cl 3.4731 0.0314 -3.8907 0.188 -0.137 -0.206 -0.2274
H 0.0500 2.4318 -6.9728 0.011 0.003 -0.024 0.4305
H -3.3043 -0.6734 -1.8734 -0.051 0.019 0.048 0.4418
H 2.0392 0.9300 0.8512 0.032 0.259 0.062 -0.9843
C -3.1145 1.1556 -0.7281 -0.033 -0.089 -0.108 -0.9516
H 0.0595 2.8438 3.8804 0.023 0.003 -0.034 0.4312
H -3.2493 0.2120 3.2066 0.017 -0.049 -0.024 0.4838
C 0.0685 -4.1308 0.1326 -0.195 0.182 0.275 0.1519
C -0.3619 1.9179 3.5138 -0.065 0.027 0.042 -0.8127
H 1.7152 1.7055 -3.7765 -0.217 0.137 0.068 0.0324
C -1.0391 2.9994 -2.3430 -0.205 0.226 0.079 0.2740
H -1.7161 -5.8703 1.1393 0.056 -0.016 0.005 0.4728
O 2.3935 -0.9542 -0.4562 -2.255 2.766 -6.476 -0.3967
H 4.1115 -1.3682 -2.1125 0.032 -0.011 -0.066 0.3778
C 3.8506 -0.3184 -2.1894 -0.182 0.106 0.443 -0.5549
C 1.9707 1.1645 3.0045 0.124 -0.136 -0.281 -1.1220
C -1.3620 2.7737 -4.7018 0.054 -0.049 0.052 -0.6700
C -1.8457 3.1538 -3.4610 -0.101 0.028 -0.040 -0.4491
C 0.4799 0.9641 2.9485 0.178 -0.019 0.236 0.4951
S -1.7120 3.4208 -0.7519 -0.179 0.151 -0.046 1.1408
Co 0.7472 -1.4120 0.8140 -0.070 0.642 0.500 0.6570
H -2.8341 3.5768 -3.3416 -0.015 -0.005 -0.050 0.4766
C -0.4784 -4.2036 1.5701 0.148 0.060 -0.135 0.8551
C -2.1994 0.4625 3.1441 -0.059 0.050 0.095 -1.0978
H 0.8573 2.3405 -1.5633 -0.314 0.230 -0.317 0.6396
H -1.9892 2.8783 -5.5798 -0.004 0.029 -0.014 0.3763
O -0.2011 -5.0751 -0.5949 0.057 -0.051 -0.060 -0.7796
C -0.0767 2.2470 -4.8301 -0.113 0.054 0.019 1.0346
C -2.5096 -0.0395 -1.4842 0.227 0.103 0.157 -0.3764
C -1.6170 -0.8576 -0.5526 -0.515 -0.184 -0.188 0.1238
O 2.1653 1.1270 -1.2924 0.643 -0.745 0.312 -0.6749
N -0.0006 -3.3269 2.4611 -0.031 -0.038 0.187 -0.0646
H -3.8238 0.7916 0.0207 0.042 0.019 -0.007 0.4225
C -1.7192 1.6785 3.6023 0.141 -0.085 -0.014 -0.5776
O 2.8023 -1.5198 1.3644 1.104 -1.798 6.574 -0.6339
H 1.5071 1.7690 -6.2100 0.009 -0.006 -0.007 0.3463
C 3.5752 -0.3384 1.5950 -0.451 -0.272 0.477 -0.7802
H -1.6570 -1.3891 2.2270 0.015 0.052 -0.224 0.4881
H -2.3767 -6.1640 3.5592 -0.013 0.009 0.008 0.3984
C -1.3532 -5.2208 1.9224 -0.060 -0.059 -0.063 -0.8784
C 0.4187 1.7870 -6.1746 -0.025 -0.029 0.080 -1.5058
O 0.8087 -3.1315 -0.1324 0.111 0.372 -0.277 -0.5769
C 0.7162 2.1173 -3.6938 0.050 0.014 -0.084 -0.7155
H 2.3295 0.4936 3.7933 0.120 -0.011 -0.037 0.3109
H 4.1328 -0.4868 2.5257 0.040 -0.014 -0.029 0.5461
H -1.3706 -4.6102 5.2445 -0.014 0.039 0.010 0.4102
O -0.4931 -0.2810 -0.3009 0.294 -1.219 0.602 0.3579
C 2.6604 0.0055 -1.2453 0.652 -0.311 -0.927 0.4760
O -2.0030 -1.9251 -0.0692 0.088 0.362 -0.063 -0.6774
Br 0.4410 -2.3621 5.0290 0.130 0.226 0.068 -0.1592
H -1.2680 1.4726 0.1798 -0.114 0.043 -0.023 -0.2882
H 2.8967 -1.7409 0.4239 0.933 -0.672 -0.047 0.6162
H 3.4044 1.7834 1.5280 0.020 0.002 -0.057 0.5952
H -3.6677 1.7939 -1.4190 -0.077 -0.055 0.043 0.4293
H 2.1628 2.1837 3.3397 -0.078 -0.020 0.112 0.3729
H 0.0602 0.7739 -6.3710 0.043 -0.010 -0.054 0.2803
H -1.8977 0.3254 -2.3112 -0.016 0.001 -0.017 0.0257
N 0.0037 -0.1882 2.4634 0.053 0.340 -0.593 0.9404
C -1.7073 -5.3715 3.2492 0.033 0.065 -0.058 -0.2731



65
Properties=species:S:1:pos:R:3:forces:R:3:mulliken_charge:R:1 method="wB97M-V/def2-TZVPD" e_homo_ha=-0.08437 total_charge=-1 relative_energy_kcal_mol=2.7
O 0.5325 3.3001 5.0022 0.036 0.011 0.197 -0.6032
H -2.4684 3.6801 2.5935 0.142 -0.127 0.295 0.2379
H -6.9087 -0.3154 0.4647 -0.096 -0.101 0.169 0.2989
C 5.9802 -4.7530 -2.1494 0.626 -0.627 0.228 -0.1877
C 0.6984 -0.7163 1.1172 0.321 0.050 0.603 0.0925
H 0.2488 -0.5077 0.0970 -0.139 -0.032 0.031 -0.0782
H 1.6758 -2.6086 -1.2168 0.151 -0.064 -0.004 0.4396
H 6.7437 -3.9809 -2.2697 -0.067 0.089 -0.034 0.2751
H -0.7517 2.3377 0.4746 0.177 0.120 0.204 -0.0858
O 1.7382 -1.5520 1.1391 -0.168 -0.002 -0.312 -0.8745
H 1.2041 -2.1734 -2.9060 0.081 -0.369 -0.127 0.3155
O -4.1308 -0.2102 3.4210 -0.010 0.202 0.407 -0.3941
O 0.6698 1.5719 -4.8362 -0.261 0.304 -0.325 -0.5979
H 2.3598 -1.2196 -2.0236 0.289 -0.171 0.041 0.1304
C -1.4541 3.0878 0.8482 -0.028 -0.905 -0.331 -0.8385
H 0.9783 -1.1262 -6.2196 -0.039 0.087 -0.045 0.2966
O 4.7671 -4.3312 -2.7338 -0.138 -0.044 -0.245 -0.3092
H 6.4001 -6.0056 -3.9015 -0.168 0.181 0.058 0.3112
C -0.4024 2.9655 4.3323 0.063 -0.001 -0.192 0.6579
H 2.8656 3.5733 -2.2593 -0.018 0.069 0.126 0.3460
H 5.8754 -4.9521 -1.0812 -0.218 0.320 -0.010 0.3146
O 1.9591 1.0966 -3.0377 0.127 0.069 -0.406 -0.2490
O 2.0818 -0.1846 -4.7532 0.505 0.028 0.212 -0.2562
C -1.7026 2.9373 2.3264 -0.550 0.690 -0.291 0.5709
C -4.5769 0.3609 2.3099 0.309 -0.049 0.449 0.9312
O -4.0077 0.3858 1.2563 -0.030 0.099 -0.445 -0.5763
H -6.9575 2.3928 1.8566 0.101 -0.072 0.271 0.3170
C 1.3180 2.0819 -2.2240 -0.638 -0.257 1.206 0.1197
H 0.5756 2.6604 -2.7664 0.198 -0.019 -0.368 0.3922
H -0.5479 1.3048 6.3689 -0.008 -0.064 -0.083 0.3377
H 1.8958 3.5353 -0.7546 -0.146 0.123 -0.112 0.3547
H -2.0141 -0.0970 3.5664 -0.186 0.302 -0.184 0.1792
H 1.8031 0.3693 -6.7398 -0.061 0.019 0.032 0.3419
O 3.0378 -3.0586 -2.7652 -0.150 -0.278 -0.622 -0.3665
H 2.7390 -1.1144 -6.4195 0.045 -0.002 0.075 0.2445
H -0.1662 -1.0406 1.7773 -0.183 0.016 -0.290 -0.0615
H -7.9975 0.9955 0.0797 0.158 0.137 0.068 0.3666
H -1.1201 4.0821 0.5626 -0.025 0.081 0.098 0.3990
H -2.0998 1.9617 2.5857 0.281 -0.144 -0.102 -0.3113
O -5.7599 0.9212 2.5934 0.014 0.033 0.082 -0.3881
O -1.4664 2.2791 4.7788 -0.127 -0.040 -0.023 -0.2121
H -1.3638 2.8158 6.7824 0.051 0.003 -0.108 0.3326
H 5.7793 -6.8791 -2.4987 -0.016 0.003 0.001 0.2932
C -2.8216 -0.7942 3.3612 0.062 -0.952 -0.138 -0.8016
H 0.9194 0.3179 1.5367 -0.044 0.040 -0.193 0.0130
H -8.1834 0.1975 1.6188 0.173 -0.091 0.187 0.2813
C 1.8802 -0.5214 -6.1186 -0.258 0.077 -0.010 -0.7738
H -2.3403 1.3995 6.3656 0.026 -0.110 -0.091 0.2267
H 3.0926 2.3070 -1.0400 -0.034 -0.078 -0.088 0.3275
H 0.7812 1.5104 -1.4568 0.017 0.011 -0.106 -0.0214
C -6.4395 1.5051 1.4907 -0.642 0.381 -0.455 -0.1519
O 4.2814 -3.1303 -0.8813 0.218 0.136 0.345 -0.5299
C 6.4147 -6.0503 -2.8094 0.201 -0.019 -0.355 -1.1943
C 4.0407 -3.4540 -2.0018 -0.251 0.044 -0.092 0.6697
O -0.4973 3.2436 3.0412 0.052 0.027 -0.113 -0.2790
H -5.7410 1.8374 0.7260 0.196 -0.121 0.075 0.2504
H -2.3943 2.8403 0.3460 -0.010 0.265 -0.024 0.3654
C 2.3506 2.9322 -1.5386 0.492 0.045 -0.133 -1.2875
H -2.6803 -1.2867 2.4021 0.196 0.243 -0.074 0.4206
C -1.4144 1.9258 6.1514 -0.040 0.126 0.501 -0.7754
C 1.4899 0.9105 -4.2614 0.065 -0.500 -0.013 0.7255
H 7.4503 -6.2816 -2.5456 -0.105 0.002 0.213 0.3664
C -7.4382 0.5343 0.9004 -0.062 -0.105 -0.512 -1.1135
C 2.0180 -2.2420 -2.1885 -0.324 0.774 0.783 -0.5832
H -2.7993 -1.5717 4.1236 -0.129 0.135 0.097 0.3585



15
Properties=species:S:1:pos:R:3:forces:R:3:mulliken_charge:R:1 method="wB97M-V/def2-TZVPD" e_homo_ha=-0.33612 smiles=CCN.C total_charge=0 relative_energy_kcal_mol=27.4
C 1.6959 1.0135 -0.2476 2.084 -0.191 2.253 -1.2060
C -2.9408 -0.4942 -1.5170 -1.253 1.498 0.399 -1.1108
H 2.8104 0.7310 -0.2307 -1.331 0.671 0.694 0.3014
C 0.9266 0.5283 0.9794 -2.115 -1.207 -0.456 -0.1444
H -2.4282 -0.8046 -0.6505 0.506 -0.221 1.132 0.2244
H -3.9077 -0.0833 -1.2919 -0.633 0.454 1.209 0.3076
H 1.4439 0.4987 -1.0886 -1.538 -1.087 -2.604 0.4183
H -3.3360 -1.3448 -2.0078 0.863 -0.805 -1.714 0.3198
H 0.6636 -1.3569 1.9320 0.077 0.295 -0.365 0.1969
H -2.4888 0.4121 -1.9225 0.545 -0.923 -1.017 0.2478
H 1.4541 0.8491 1.8361 0.585 0.329 1.180 0.2767
H -0.1442 0.9385 1.0779 1.682 -0.048 -0.504 0.2032
H 1.5941 2.0776 -0.3570 0.043 0.399 -0.240 0.3295
N 0.6977 -0.9673 0.9903 -1.530 2.152 1.378 -0.5409
H 1.3646 -1.4322 0.4823 2.013 -1.315 -1.346 0.1766



no.,largest force on an atom (Eh/bohr)
1,0.06051
2,0.14379
3,0.02701
4,0.06249